DFT (wB97M-V/def2-TZVPD) results for a structure of composition C22H49DyN2P3S2.

Geometry as XYZ:
```
79
Properties=species:S:1:pos:R:3:forces:R:3:mulliken_spin:R:1
Dy -0.975 -0.161 -0.009 0.4 1.2 0.2 5.957
P -0.145 -2.547 0.989 0.7 -1.0 0.6 -0.019
P 1.558 0.854 0.076 2.1 0.6 0.1 -0.064
P 1.106 -1.915 -4.857 -0.9 0.0 -0.4 -0.002
H -4.505 -0.779 -1.036 0.5 -0.3 0.0 0.004
C -3.661 -0.649 -1.735 -1.0 0.2 -0.3 -0.040
C -2.564 -1.718 -1.654 -0.3 -0.3 -0.8 -0.033
H -2.169 -1.865 -0.636 -0.5 -0.4 -0.2 -0.032
C -0.937 -2.715 2.637 -0.2 0.0 -0.1 -0.002
C 1.615 -2.756 1.394 0.3 -0.1 0.2 0.003
C -0.554 -4.118 0.175 -0.2 -0.2 -0.2 0.001
C 1.783 2.492 -0.709 -0.2 0.1 -0.1 -0.024
C 2.039 1.266 1.796 0.0 0.0 0.1 0.017
C 3.100 0.032 -0.488 0.0 -0.2 -0.1 0.017
C 1.320 -2.840 -6.369 0.1 -0.1 -0.2 0.000
C 1.813 -2.740 -3.433 0.4 -0.2 0.4 -0.010
C 1.655 -0.212 -5.041 0.4 0.2 0.0 0.001
H -4.141 -0.602 -2.746 0.6 -0.3 0.7 0.005
H -2.835 -2.719 -1.989 -0.2 0.2 -0.1 -0.008
H -1.977 -2.364 2.608 0.2 -0.2 0.0 0.003
H -0.405 -2.124 3.393 -0.1 -0.1 -0.2 -0.004
H -0.899 -3.780 2.894 -0.1 0.2 0.2 -0.002
H 2.035 -1.850 1.853 -0.2 -0.3 0.0 0.004
H 2.180 -2.969 0.478 -0.1 0.0 0.2 -0.003
H 1.720 -3.595 2.096 0.2 0.2 -0.2 0.001
H -1.368 -3.980 -0.547 0.1 -0.2 0.3 0.002
H -0.854 -4.843 0.939 0.1 -0.1 -0.3 -0.001
H 0.321 -4.489 -0.370 -0.2 0.0 0.1 0.000
H 2.785 2.873 -0.450 -0.4 -0.1 -0.1 -0.001
H 1.017 3.197 -0.356 0.2 -0.1 -0.1 0.004
H 1.691 2.398 -1.801 0.1 0.1 0.3 0.002
H 3.044 1.703 1.777 -0.2 -0.1 0.1 0.001
H 2.058 0.373 2.429 0.0 0.1 -0.1 0.000
H 1.327 1.981 2.224 0.3 -0.2 -0.2 -0.008
H 3.946 0.700 -0.245 -0.3 -0.4 -0.2 0.000
H 3.060 -0.139 -1.578 0.1 0.1 0.4 -0.006
H 3.232 -0.938 0.020 0.0 0.4 -0.2 -0.001
H 2.242 -2.512 -6.870 -0.3 -0.3 0.1 0.000
H 0.444 -2.643 -7.009 0.4 -0.1 0.1 0.000
H 1.361 -3.914 -6.132 0.0 0.3 -0.2 0.000
H 2.725 -3.271 -3.757 -0.3 0.2 0.2 0.000
H 1.102 -3.476 -3.027 0.2 0.2 -0.2 0.000
H 2.069 -2.027 -2.632 -0.1 -0.2 -0.4 0.009
H 2.351 -0.173 -5.897 -0.4 0.2 0.3 0.000
H 2.215 0.112 -4.149 -0.3 -0.1 -0.3 0.000
H 0.776 0.441 -5.197 0.6 -0.3 -0.1 -0.001
C -1.680 0.583 -2.332 0.4 0.5 0.6 -0.285
C -1.111 1.710 -2.939 -0.2 0.4 -0.2 0.180
C -1.804 2.918 -2.895 0.9 -0.3 0.0 -0.346
C -3.081 2.997 -2.252 -1.0 0.6 -0.3 0.102
C -3.726 1.930 -1.727 -0.6 0.1 0.1 -0.240
C -2.943 0.685 -1.495 -0.4 -0.4 0.2 -0.011
S -1.209 -1.091 -2.755 -1.2 0.3 1.3 -0.038
H -0.299 -1.836 -4.674 0.8 -0.2 -0.3 -0.003
H -0.156 1.619 -3.474 -0.5 0.1 0.1 0.011
H -1.408 3.795 -3.429 -0.2 -0.5 0.5 -0.006
H -3.591 3.962 -2.308 0.0 -0.4 -0.1 -0.003
H -4.814 1.915 -1.416 1.5 0.3 -0.3 -0.002
H -2.740 0.778 -0.318 -1.0 0.1 -1.6 -0.095
C 0.492 -0.412 5.774 0.0 -0.1 0.0 0.000
C 0.179 0.898 5.090 -0.3 0.8 0.6 -0.003
N -1.135 0.838 4.402 0.1 -0.3 -1.2 0.001
C -1.356 1.427 3.214 0.5 -0.1 0.1 0.010
S -2.435 0.660 2.061 -0.1 0.9 1.0 -0.039
N -0.686 2.576 2.901 -1.6 -0.9 -0.1 -0.009
C -0.531 3.671 3.886 0.3 0.1 0.1 0.000
C 0.769 4.396 3.628 0.4 0.4 0.1 0.000
H -0.290 -0.703 6.480 0.0 0.0 -0.1 0.000
H 1.412 -0.290 6.344 0.0 -0.1 0.0 0.000
H 0.644 -1.213 5.046 0.0 0.0 0.1 0.000
H 0.115 1.711 5.824 0.2 -0.3 0.0 0.000
H 0.964 1.174 4.373 -0.4 -0.1 0.1 0.000
H -1.697 -0.001 4.574 0.3 0.5 -0.1 0.001
H -0.962 2.920 1.977 0.1 -0.2 0.5 -0.002
H -1.385 4.350 3.766 0.1 -0.2 0.1 0.000
H -0.562 3.254 4.894 -0.1 0.1 -0.3 0.001
H 0.747 4.927 2.664 0.0 -0.1 0.3 0.000
H 0.942 5.131 4.424 -0.1 -0.1 -0.3 0.000
H 1.636 3.722 3.629 -0.3 0.1 0.1 0.000
```
Forces are in eV/Å.

Properties
Multiplicity: 6
Orbital gap (spin up / spin down) (eV): 5.4 / 7.3
ΔE to the lowest compared entry with this formula, charge and spin (kJ/mol): 0.0
Total charge: +3

DFT (wB97M-V/def2-TZVPD) results for a structure of composition C22H49F3MnNO8PSSi2.

Geometry as XYZ:
```
88
Properties=species:S:1:pos:R:3:forces:R:3:mulliken_spin:R:1
C -1.443 3.146 -0.200 -1.9 -0.6 -2.0 0.040
C -2.322 2.554 -1.262 0.9 -0.4 0.2 0.033
O -3.285 1.584 -0.706 -0.7 0.8 -0.7 0.098
C -2.933 0.177 -1.123 -0.2 -0.3 0.1 0.025
C -3.758 -0.844 -0.396 0.0 0.1 0.1 -0.004
C -3.323 -2.249 -0.897 -0.2 0.0 0.3 0.005
C -2.643 -3.144 0.171 0.3 0.0 -0.3 0.000
C -1.258 -3.642 -0.315 -0.2 0.1 -0.1 0.000
Si -0.029 -2.247 -0.290 0.0 -0.9 0.4 0.002
C 0.586 -1.796 1.398 -0.5 0.1 -0.1 0.000
C -0.439 -0.817 2.005 -0.2 0.0 0.1 0.000
C -0.884 -1.049 3.454 0.1 0.1 0.1 0.000
C 0.210 -1.452 4.442 -0.1 0.1 0.0 0.000
C 1.371 -0.454 4.486 -0.1 -0.1 0.2 0.000
C 0.905 0.979 4.791 0.4 0.2 -0.1 0.000
C 1.129 1.926 3.600 -0.1 -0.1 -0.1 0.000
C 0.126 3.088 3.461 0.2 -0.2 -0.1 0.000
C -0.576 3.106 2.094 0.7 -0.1 1.7 0.001
O -0.568 4.342 1.412 1.6 0.9 1.6 0.002
C 0.682 4.689 0.840 0.1 0.3 0.5 0.000
O 1.209 -2.570 -1.366 0.0 0.7 0.1 0.000
Si 2.178 -1.374 -1.896 0.0 -0.3 -0.6 0.001
C 2.684 -1.633 -3.653 -0.1 -0.2 0.1 0.000
C 1.485 -1.447 -4.606 0.4 -0.2 0.0 0.000
C 0.474 -2.603 -4.540 -0.3 0.1 -0.2 0.000
C -0.992 -2.154 -4.349 0.1 -0.1 0.1 0.000
O -1.242 -0.810 -4.738 -0.4 0.1 0.0 0.000
P 1.227 0.728 -1.778 -0.2 -0.3 0.1 0.001
N -0.215 0.902 -2.398 0.5 0.0 -0.2 0.000
O 1.302 1.205 -0.249 -0.1 0.2 -0.2 -0.001
O 2.353 1.658 -2.437 -0.2 0.0 -0.1 0.000
S 4.046 -1.548 -0.650 0.5 -0.5 0.1 0.000
O 3.791 -2.410 0.481 0.0 0.4 -0.4 0.000
O 5.091 -1.830 -1.611 -0.4 0.2 0.4 0.000
C 4.500 0.103 0.087 0.0 -0.3 0.0 0.000
F 4.458 1.045 -0.861 0.2 0.0 0.1 0.000
F 3.605 0.447 1.032 0.3 -0.1 0.0 0.000
F 5.706 -0.002 0.602 -0.2 0.3 0.0 0.000
H -0.829 2.325 0.170 -0.4 0.1 -0.8 0.000
H -0.785 3.899 -0.626 -0.5 -0.2 -0.4 -0.015
H -2.006 3.570 0.631 -0.6 -0.3 -1.1 -0.001
H -2.919 3.393 -1.786 0.4 0.3 -0.2 -0.090
H -1.718 2.063 -2.038 -0.4 0.0 0.0 0.056
H -1.884 0.095 -0.881 0.0 0.1 0.0 0.005
H -3.042 0.114 -2.207 -0.1 0.1 -0.1 0.003
H -4.826 -0.672 -0.554 0.0 -0.1 -0.1 -0.011
H -3.574 -0.750 0.675 -0.1 0.0 0.0 -0.001
H -4.203 -2.755 -1.289 0.0 0.0 -0.1 0.001
H -2.640 -2.130 -1.741 -0.1 0.0 0.0 -0.002
H -2.529 -2.588 1.102 -0.1 0.0 0.1 0.000
H -3.275 -4.002 0.392 -0.1 0.0 0.0 0.000
H -1.366 -4.013 -1.339 0.1 0.0 -0.1 0.000
H -0.901 -4.495 0.263 0.0 0.0 0.2 0.000
H -0.756 -1.073 -0.806 0.4 0.0 -0.1 -0.008
H 0.651 -2.720 1.974 0.2 0.0 0.1 0.000
H 1.573 -1.346 1.355 0.2 -0.1 0.1 0.000
H -0.053 0.199 1.943 0.1 -0.2 -0.2 0.000
H -1.346 -0.800 1.386 -0.1 0.1 0.1 0.000
H -1.723 -1.745 3.515 0.1 -0.2 -0.1 0.000
H -1.274 -0.091 3.808 -0.3 0.0 0.0 0.000
H -0.253 -1.489 5.431 0.0 0.0 0.1 0.000
H 0.584 -2.460 4.256 0.0 0.0 -0.1 0.000
H 1.912 -0.461 3.538 0.1 -0.1 -0.1 0.000
H 2.075 -0.796 5.243 0.1 0.0 0.0 0.000
H -0.154 0.984 5.049 0.0 0.0 0.2 0.000
H 1.450 1.368 5.651 -0.1 0.0 0.1 0.000
H 2.156 2.290 3.625 0.0 0.1 0.0 0.000
H 1.056 1.316 2.698 0.2 0.1 0.0 0.000
H 0.626 4.042 3.615 -0.1 0.1 0.1 0.000
H -0.632 2.970 4.233 0.0 0.3 0.1 0.000
H -1.634 2.861 2.219 0.1 -0.1 0.2 -0.002
H -0.140 2.330 1.449 0.3 0.2 0.8 -0.004
H 0.538 4.933 -0.214 0.1 0.2 0.0 0.000
H 1.398 3.867 0.916 0.0 0.0 0.0 0.000
H 1.099 5.564 1.336 0.0 0.0 0.0 0.000
H 3.545 -1.019 -3.920 0.0 0.1 0.0 0.000
H 3.045 -2.666 -3.685 0.1 0.0 -0.1 0.000
H 1.857 -1.352 -5.625 0.0 0.0 0.0 0.000
H 0.995 -0.502 -4.391 -0.2 0.1 -0.1 0.000
H 0.706 -3.276 -3.717 0.1 -0.1 0.0 0.000
H 0.562 -3.198 -5.447 0.0 0.0 0.0 0.000
H -1.669 -2.786 -4.921 0.1 0.0 -0.1 0.000
H -1.266 -2.282 -3.296 0.0 0.0 0.0 0.000
H -1.158 -0.275 -3.942 0.3 0.1 0.1 0.000
H -0.183 1.581 -3.154 0.1 0.0 -0.1 -0.001
H 2.014 1.841 -0.089 0.2 -0.1 0.2 0.000
H 2.288 1.672 -3.400 0.2 0.1 -0.2 0.000
Mn -4.607 2.861 -1.437 -0.5 -0.7 0.5 4.864
```
Forces are in eV/Å.

Properties
Multiplicity: 6
Orbital gap (spin up / spin down) (eV): 3.9 / 3.8
Total charge: +2